An isolated molecule of C6H10O at a distorted geometry, computed with wB97M-V/def2-TZVPD.

Properties
**Energy above the lowest of the compared OMol25 structures with the same formula, charge and spin**: 111.06 kcal per mole
**HOMO-LUMO gap**: 8.2 eV
**HOMO level**: -7.6 eV
**LUMO energy**: 0.6 eV

Structure (XYZ):
```
17
Properties=species:S:1:pos:R:3:forces:R:3:mulliken_charge:R:1
C 0.435263 0.157437 0.136888 1.0 -0.4 -0.5 1.041
C -0.241156 -1.362832 -0.104689 -1.2 0.5 0.4 -0.618
C -1.334375 -1.081588 -1.085660 0.1 0.7 -0.1 -0.754
C 0.857499 0.528874 1.541790 -0.5 0.0 0.0 -1.455
C 0.663721 1.212833 -0.938149 -0.2 0.0 0.0 -1.415
C -1.288034 -0.328105 0.206587 -0.2 -2.4 0.3 0.728
O -2.070950 -0.093175 1.133000 0.7 0.8 -0.2 -0.716
H 0.125105 -2.228057 0.430494 0.1 0.1 -0.2 0.427
H 1.115796 -0.712237 -0.254361 0.1 0.8 0.4 0.180
H -2.107506 -1.844660 -1.115243 0.0 0.1 0.0 0.259
H -1.133602 -0.620454 -2.048354 0.1 -0.1 -0.1 0.130
H 0.199869 1.324347 1.902301 0.1 0.0 0.0 0.340
H 1.706135 1.542166 -0.953269 -0.1 -0.1 0.0 0.398
H 0.741096 -0.310331 2.228412 0.0 0.0 0.0 0.351
H 1.892971 0.876497 1.565083 -0.1 0.0 0.0 0.418
H 0.400372 0.860506 -1.935306 0.0 0.0 0.1 0.336
H 0.037797 2.078780 -0.709525 0.1 0.0 -0.1 0.352
```
Positions in Å, forces in eV/Å.



A structure of composition C18H53HgO9 at a distorted geometry, computed with wB97M-V/def2-TZVPD.

Properties
**Energy above the lowest of the compared OMol25 structures with the same formula, charge and spin**: 22.05 kcal per mole
**HOMO-LUMO gap**: 5.2 eV
**Total charge**: +1
**HOMO level**: -11.9 eV
**LUMO energy**: -6.7 eV

Structure (XYZ):
```
81
Properties=species:S:1:pos:R:3:forces:R:3:mulliken_charge:R:1
Hg 1.578996 3.679908 1.374959 -1.2 -2.1 -0.3 1.596
C -0.324216 0.087840 -0.007121 -0.4 -0.1 -0.5 0.065
C -0.025881 0.586593 1.397379 -0.2 0.2 -0.5 0.428
O 0.962085 1.598490 1.389863 1.4 0.6 -0.2 -0.895
H -0.590220 0.917069 -0.670507 -0.1 0.0 0.1 -0.003
H -1.184017 -0.586559 0.060662 -0.1 0.1 -0.1 -0.029
H 0.437013 -0.487103 -0.538369 0.4 0.2 0.4 -0.131
H 0.359522 -0.264803 1.970446 -0.2 0.2 0.4 -0.309
H -0.995044 0.914467 1.787036 0.2 0.0 0.4 0.154
C -1.491137 3.978829 -1.068869 0.1 -0.2 0.0 -0.843
C -1.612563 3.991793 0.438548 -0.7 0.0 -0.9 0.083
O -0.470332 4.692254 1.033949 -0.8 0.2 0.2 -0.555
H -0.711449 3.305027 -1.426958 0.2 0.2 0.0 -0.125
H -1.354785 5.001584 -1.420275 0.2 -0.1 -0.1 0.390
H -2.416073 3.624775 -1.527109 -0.1 -0.1 0.2 0.390
H -1.764437 3.007996 0.880498 0.4 0.0 0.1 -0.051
H -2.508001 4.580435 0.648589 0.1 0.1 0.4 0.505
H -0.894835 5.225025 1.717232 0.5 0.2 0.2 0.283
C 3.087173 -2.116524 1.351356 0.8 -0.2 0.2 -0.532
C 3.622249 -0.903125 2.104812 -1.6 -0.3 0.1 -0.289
O 3.543382 0.217654 1.237298 0.8 0.5 -0.1 -0.552
H 3.783157 -2.374784 0.550643 -0.1 0.0 -0.1 0.312
H 2.122145 -1.875888 0.902498 -0.1 -0.1 0.1 -0.167
H 2.997440 -2.985366 2.005144 -0.1 0.0 0.0 0.443
H 4.613292 -1.034177 2.531793 0.2 0.1 -0.5 0.351
H 2.951153 -0.717992 2.954749 0.2 0.0 0.1 0.121
H 2.612565 0.457572 1.160463 -0.2 0.2 0.2 0.056
C -0.697789 -3.770155 1.135140 0.2 0.5 -0.7 -0.349
C -1.955038 -4.005023 0.318796 0.2 0.3 0.1 -0.329
O -1.810590 -5.205768 -0.426143 0.0 0.2 0.0 -0.541
H 0.085446 -3.428882 0.450177 0.2 -0.5 0.0 -0.157
H -0.372185 -4.670102 1.649880 0.0 0.1 0.2 0.454
H -0.808734 -2.899554 1.786332 -0.3 -0.3 0.4 0.048
H -2.042373 -3.140594 -0.355069 -0.3 -0.1 0.0 0.186
H -2.849826 -4.057631 0.946758 0.0 0.0 0.1 0.379
H -2.621855 -5.320172 -0.929716 0.1 -0.2 -0.1 0.313
C -4.087370 -0.117184 0.817914 0.8 -0.1 -0.7 -0.872
C -3.876744 0.530216 2.177852 -1.1 0.3 -0.6 0.617
O -5.025529 0.324671 2.991021 0.4 -0.2 0.3 -0.547
H -3.914358 -1.194010 0.835364 -0.3 0.0 0.2 0.184
H -3.381334 0.265591 0.071110 0.1 0.1 0.1 0.128
H -5.066632 0.075981 0.376843 -0.1 0.0 0.3 0.457
H -3.751946 1.615905 2.053277 0.3 0.0 0.0 0.030
H -2.999007 0.134019 2.684180 -0.1 -0.1 0.2 -0.250
H -5.797349 0.492204 2.442834 -0.1 0.0 0.1 0.342
C 0.464190 -1.884526 4.837183 -0.3 0.5 -1.0 -0.361
C -0.644044 -0.994481 5.417473 1.2 -1.5 1.0 -0.076
O -1.304710 -1.839917 6.375929 -0.6 0.7 -0.2 -0.537
H 1.046947 -1.335095 4.089539 0.2 -0.1 0.1 -0.197
H 0.007657 -2.725476 4.312185 -0.1 0.0 0.1 0.155
H 1.111410 -2.304981 5.603511 0.1 0.2 0.1 0.434
H -1.327035 -0.646850 4.645984 -0.2 0.0 0.2 -0.073
H -0.199685 -0.161471 5.968191 -0.1 0.3 -0.4 0.295
H -0.819173 -1.728325 7.197098 -0.1 -0.1 0.1 0.323
C 1.271297 -2.265889 -2.707534 -0.2 -1.0 -0.5 -1.144
C 2.602889 -1.583949 -2.811981 0.1 0.9 0.7 0.288
O 2.580989 -0.653596 -3.906096 0.1 -0.3 -0.3 -0.489
H 1.065164 -2.813906 -3.632790 0.1 0.2 -0.1 0.404
H 0.404565 -1.626667 -2.544878 0.2 0.2 0.2 0.137
H 1.303630 -3.064730 -1.962848 0.0 0.3 0.3 0.362
H 3.411873 -2.315772 -2.858995 0.0 0.0 -0.5 0.423
H 2.832616 -0.979153 -1.922936 -0.2 -0.2 0.2 -0.105
H 3.446285 -0.630838 -4.324174 0.0 0.0 -0.1 0.236
C -1.669372 1.425562 -5.149909 -0.2 0.7 0.4 -1.273
C -0.472971 0.749888 -4.534230 0.3 -0.8 0.1 0.761
O -0.093407 -0.348101 -5.360176 -0.1 0.2 0.0 -0.595
H -2.434385 0.707376 -5.438475 0.2 -0.1 -0.3 0.346
H -1.385072 2.072861 -5.978289 -0.1 -0.3 -0.3 0.341
H -2.174047 2.083397 -4.433327 0.2 0.0 0.1 0.268
H -0.721597 0.359105 -3.535089 -0.1 0.1 0.0 -0.199
H 0.404650 1.397662 -4.416783 -0.2 0.3 0.0 0.066
H 0.757030 -0.661721 -5.031223 0.1 -0.1 0.0 0.245
C 3.505463 2.521802 -2.523683 0.0 0.8 -0.1 -1.302
C 2.362668 2.283006 -1.555757 1.4 -1.2 -0.3 1.294
O 1.977083 3.507032 -0.894875 -0.2 0.3 -0.2 -0.539
H 4.400736 2.908345 -2.034689 -0.1 0.0 0.2 0.383
H 3.206858 3.270013 -3.265761 0.0 -0.1 -0.1 0.446
H 3.790511 1.616606 -3.054303 -0.3 -0.1 0.1 0.192
H 2.721641 1.611795 -0.777574 -0.3 0.1 0.2 -0.330
H 1.559219 1.775348 -2.093182 -0.4 0.4 0.3 -0.267
H 1.656158 4.125148 -1.562793 0.0 0.2 0.1 0.297
```
Positions in Å, forces in eV/Å.